a | DFT (the ωB97M-V functional and the def2-TZVPD basis) results for a 2-piece molecular cluster, CH3ClN2O2 overall.

Its HOMO-LUMO gap is 8.04 eV. The SMILES is O=NCCl.N=O. The multiplicity is 1.

Last column: Löwdin charge in e.
CARTESIAN COORDINATES (ANGSTROEM)
1 C 0.588 -0.071 1.011  -0.48
2 N -1.358 0.662 -1.302  -0.07
3 N 0.966 -0.062 -0.398  -0.18
4 O -1.565 -0.454 -1.574  -0.02
5 O 0.832 -1.170 -0.905  -0.03
6 Cl -0.841 1.039 1.114  0.65
7 H 0.403 -1.059 1.377  0.08
8 H 1.223 0.462 1.648  0.04
9 H -0.247 0.654 -0.972  -0.01

***

b | DFT (the ωB97M-V functional and the def2-TZVPD basis) results for a single CH3ClN2O2 molecule.

Its HOMO-LUMO gap is 9.74 eV. The SMILES is C/N=[N+](\[O-])OCl. The multiplicity is 1.

Last column: Löwdin charge in e.
CARTESIAN COORDINATES (ANGSTROEM)
1 C 1.373 -0.197 0.149  -0.04
2 N -0.029 -0.647 0.014  0.08
3 N -0.734 0.341 -0.183  -0.43
4 O -0.384 1.453 -0.400  0.05
5 O -2.156 0.342 -0.139  -0.50
6 Cl -3.213 -1.012 0.011  0.64
7 H 2.040 -0.781 -0.411  0.06
8 H 1.392 0.753 -0.224  0.03
9 H 1.711 -0.252 1.183  0.10

***

Stability summary - winner: a; margin: 11.3 kJ/mol.

***

a | DFT (the ωB97M-V functional and the def2-TZVPD basis) results for a single CH3ClN2O2 molecule.

Its HOMO-LUMO gap (alpha / beta) is 9.36 / 9.36 eV. The multiplicity is 1.

Last column: Löwdin charge in e.
CARTESIAN COORDINATES (ANGSTROEM)
1 C 0.293 0.373 0.858  -0.50
2 N -1.437 -1.146 0.316  -0.17
3 N -1.055 0.020 0.554  -0.23
4 O -2.566 -1.460 -0.026  0.03
5 O -1.957 1.305 0.404  -0.17
6 Cl 1.345 -1.004 0.477  0.66
7 H 0.449 1.272 0.159  0.14
8 H 0.191 0.712 1.832  0.08
9 H -0.562 -1.880 0.390  0.16

***

b | DFT (the ωB97M-V functional and the def2-TZVPD basis) results for CH3ClN2O2 as an isolated structure.

Its HOMO-LUMO gap is 9.35 eV. The multiplicity is 1.

Last column: Löwdin charge in e.
CARTESIAN COORDINATES (ANGSTROEM)
1 C 0.292 -0.278 0.661  0.01
2 N -0.815 1.188 0.419  -0.43
3 N 0.311 -1.022 -0.613  -0.45
4 O -0.418 -1.986 -0.837  0.06
5 O 1.182 -0.656 -1.344  0.07
6 Cl 0.126 2.455 -0.280  0.51
7 H 1.227 0.247 0.816  0.09
8 H -0.383 -0.807 1.380  0.13
9 H -1.522 0.859 -0.203  0.01

***

c | DFT (the ωB97M-V functional and the def2-TZVPD basis) results for a 2-piece molecular cluster, CH3ClN2O2 overall.

Its HOMO-LUMO gap is 10.46 eV. The SMILES is C=NCl.O=NO. The multiplicity is 1.

Last column: Löwdin charge in e.
CARTESIAN COORDINATES (ANGSTROEM)
1 C -1.975 0.886 0.165  -0.12
2 N -0.715 0.608 0.139  -0.48
3 N 2.012 -0.646 -0.110  -0.07
4 O 1.360 -1.962 -0.049  -0.04
5 O 3.050 -0.803 0.447  0.03
6 Cl 0.425 1.899 0.082  0.54
7 H -2.681 0.104 0.094  0.06
8 H 0.715 -2.038 -0.701  0.03
9 H -2.191 1.951 -0.066  0.07

***

Stability summary - winner: c; margin: 65.7 kJ/mol.